(1)
{
  "formula": "C52H118N12O9",
  "method": "ωB97M-V/def2-TZVPD",
  "e_tot_ha": -3385.9398,
  "gap_ha": [0.058, 0.300],
  "total_charge": -1,
  "fmax_ev_per_a": 5.42,
  "spin_multiplicity": 2,
  "species": ["C", "C", "C", "C", "C", "C", "N", "O", "C", "C", "C", "H", "H", "H", "H", "H", "H", "H", "H", "H", "H", "H", "H", "H", "H", "H", "H", "H", "H", "H", "C", "C", "C", "C", "C", "C", "N", "O", "C", "C", "C", "H", "H", "H", "H", "H", "H", "H", "H", "H", "H", "H", "H", "H", "H", "H", "H", "H", "H", "H", "C", "C", "C", "C", "C", "C", "N", "O", "C", "C", "C", "H", "H", "H", "H", "H", "H", "H", "H", "H", "H", "H", "H", "H", "H", "H", "H", "H", "H", "H", "C", "C", "C", "C", "C", "C", "N", "O", "C", "C", "C", "H", "H", "H", "H", "H", "H", "H", "H", "H", "H", "H", "H", "H", "H", "H", "H", "H", "H", "H", "C", "C", "C", "C", "C", "C", "N", "O", "C", "C", "C", "H", "H", "H", "H", "H", "H", "H", "H", "H", "H", "H", "H", "H", "H", "H", "H", "H", "H", "H", "C", "O", "N", "N", "H", "H", "H", "H", "C", "O", "N", "N", "H", "H", "H", "H", "C", "O", "N", "N", "H", "H", "H", "H", "C", "C", "C", "O", "C", "N", "H", "H", "H", "H", "H", "H", "H", "H", "H", "H", "H"],
  "xyz": [[2.17, -4.23, 0.92], [2.37, -5.73, 1.13], [1.39, -6.50, 0.20], [1.81, -6.56, -1.29], [3.27, -7.14, -1.52], [4.22, -6.37, -0.59], [3.76, -6.26, 0.83], [4.77, -5.51, 1.45], [5.47, -7.22, -0.65], [4.44, -5.03, -1.29], [2.01, -6.05, 2.52], [1.41, -3.84, 1.59], [1.94, -3.89, -0.09], [3.08, -3.72, 1.25], [1.31, -7.55, 0.50], [0.39, -6.11, 0.36], [1.67, -5.56, -1.71], [1.06, -7.17, -1.80], [3.43, -7.10, -2.60], [3.19, -8.18, -1.23], [6.29, -6.84, -0.04], [5.21, -8.19, -0.22], [5.84, -7.35, -1.67], [3.49, -4.56, -1.56], [4.94, -4.30, -0.65], [5.01, -5.10, -2.21], [0.98, -5.99, 2.87], [2.62, -5.39, 3.13], [2.44, -7.04, 2.69], [4.98, -5.92, 2.30], [0.13, -0.72, -1.30], [-0.40, 0.08, -0.13], [0.34, 1.50, -0.06], [-0.13, 2.53, -1.03], [-1.68, 2.68, -0.97], [-2.46, 1.35, -0.97], [-1.86, 0.34, -0.05], [-2.57, -0.84, 0.11], [-3.87, 1.67, -0.37], [-2.68, 0.90, -2.47], [0.09, -0.79, 1.14], [0.05, -0.22, -2.26], [-0.22, -1.76, -1.36], [1.22, -0.79, -1.27], [0.24, 1.99, 0.91], [1.40, 1.27, -0.21], [0.14, 2.16, -2.02], [0.41, 3.43, -0.76], [-1.92, 3.19, -1.90], [-1.99, 3.30, -0.12], [-4.31, 2.62, -0.65], [-4.49, 0.80, -0.60], [-3.82, 1.62, 0.72], [-3.38, 1.62, -2.90], [-1.91, 0.98, -3.24], [-3.07, -0.11, -2.55], [-0.38, -0.57, 2.11], [1.14, -1.07, 1.16], [-0.28, -1.79, 0.92], [-2.91, -0.66, 0.99], [-9.15, 3.76, 3.37], [-7.78, 3.42, 4.00], [-6.72, 3.61, 2.86], [-5.30, 3.38, 3.41], [-4.97, 4.37, 4.42], [-6.05, 4.51, 5.58], [-7.41, 4.53, 5.00], [-8.38, 4.65, 5.98], [-5.79, 3.28, 6.54], [-5.64, 5.77, 6.42], [-7.81, 1.97, 4.61], [-10.00, 3.52, 4.01], [-9.16, 3.07, 2.52], [-9.18, 4.75, 2.91], [-6.98, 2.86, 2.12], [-6.85, 4.60, 2.44], [-4.55, 3.51, 2.62], [-5.23, 2.35, 3.77], [-5.09, 5.28, 3.83], [-3.94, 4.25, 4.76], [-4.94, 3.51, 7.20], [-6.66, 3.26, 7.20], [-5.81, 2.29, 6.10], [-4.61, 5.87, 6.77], [-5.65, 6.67, 5.80], [-6.32, 5.91, 7.26], [-8.53, 1.32, 4.13], [-8.20, 2.10, 5.61], [-6.80, 1.57, 4.74], [-8.81, 5.49, 5.79], [6.28, 6.50, -0.07], [5.29, 5.42, -0.57], [5.85, 5.12, -2.08], [5.56, 3.67, -2.53], [5.75, 2.66, -1.40], [5.13, 2.96, 0.00], [5.30, 4.35, 0.38], [4.87, 4.75, 1.65], [3.59, 2.54, -0.07], [5.76, 2.04, 1.04], [3.86, 5.84, -0.74], [5.99, 6.79, 0.94], [6.43, 7.40, -0.66], [7.27, 6.04, -0.07], [5.57, 5.95, -2.73], [6.94, 5.17, -2.16], [6.12, 3.54, -3.46], [4.56, 3.57, -2.96], [6.77, 2.35, -1.19], [5.25, 1.76, -1.74], [3.12, 3.22, -0.78], [3.64, 1.56, -0.55], [3.12, 2.59, 0.91], [6.83, 2.23, 1.09], [5.41, 2.28, 2.04], [5.63, 0.97, 1.19], [3.40, 5.25, -1.54], [3.73, 6.79, -1.26], [3.22, 6.13, 0.09], [5.67, 4.48, 2.12], [4.27, -3.04, -8.18], [2.94, -2.57, -7.63], [2.38, -3.78, -6.93], [1.26, -3.47, -5.90], [1.81, -2.57, -4.83], [2.35, -1.28, -5.40], [3.29, -1.59, -6.56], [4.02, -0.44, -6.98], [1.09, -0.39, -5.71], [3.10, -0.61, -4.18], [2.02, -1.97, -8.71], [4.10, -3.79, -8.95], [5.05, -3.43, -7.53], [4.67, -2.19, -8.73], [1.86, -4.47, -7.59], [3.16, -4.37, -6.43], [1.01, -4.38, -5.35], [0.34, -3.08, -6.33], [2.67, -3.13, -4.46], [0.97, -2.48, -4.14], [0.40, -0.20, -4.88], [1.47, 0.62, -5.83], [0.56, -0.62, -6.64], [3.49, 0.37, -4.45], [2.43, -0.60, -3.32], [4.00, -1.13, -3.86], [1.00, -1.77, -8.38], [2.03, -2.63, -9.57], [2.50, -1.03, -9.00], [3.39, -0.12, -7.62], [-2.18, -4.57, -2.74], [-2.32, -5.73, -2.57], [-2.75, -3.72, -1.94], [-1.35, -4.04, -3.61], [-2.91, -2.89, -2.48], [-3.33, -4.10, -1.20], [-0.93, -4.79, -4.15], [-1.30, -3.05, -3.81], [-4.13, -1.22, 4.07], [-3.91, -2.43, 4.31], [-3.30, -0.23, 4.37], [-5.09, -0.89, 3.24], [-2.68, -0.22, 5.16], [-3.53, 0.67, 3.97], [-5.42, -1.75, 2.83], [-5.11, -0.03, 2.71], [-7.57, -0.37, 0.88], [-7.65, 0.73, 0.32], [-8.36, -0.79, 1.79], [-6.58, -1.17, 0.76], [-8.22, -1.76, 2.03], [-9.06, -0.18, 2.20], [-5.90, -0.87, 0.08], [-6.62, -2.13, 1.06], [1.53, 2.92, 4.74], [1.11, 1.88, 3.75], [1.33, 0.42, 4.35], [2.62, -0.04, 4.62], [3.39, -0.35, 3.40], [-0.31, 2.06, 3.41], [0.87, 2.89, 5.61], [1.51, 3.97, 4.45], [2.47, 2.68, 5.24], [1.75, 2.07, 2.89], [0.78, -0.39, 3.87], [0.69, 0.44, 5.23], [4.42, -0.71, 3.52], [3.47, 0.64, 2.96], [2.83, -0.99, 2.72], [-0.57, 3.01, 3.20], [-0.70, 1.47, 2.69]],
  "mulliken_charge": [-1.81, 2.48, -1.66, 0.01, -1.22, 1.72, 0.04, -0.52, -2.03, -1.37, -2.43, 0.77, -0.01, 0.45, 0.37, 0.45, -0.26, 0.54, 0.41, 0.37, 0.37, 0.50, 0.36, -0.01, 0.35, 0.39, 0.38, 0.44, 0.55, 0.36, -1.65, 1.20, 0.08, -0.74, -1.97, 3.64, 1.51, -0.32, -2.46, -2.26, -1.94, -0.24, 0.32, 0.41, -0.01, -0.42, 0.30, 0.57, 0.41, 0.51, 0.40, 0.22, 0.02, 0.58, 0.24, 0.13, 0.19, 0.34, 0.52, 0.08, -2.10, 1.93, -1.54, 1.52, -1.83, 1.65, 0.09, -0.48, -1.72, -1.91, -1.31, 0.41, 0.48, 0.45, 0.45, 0.46, 0.14, -1.04, 0.39, 0.55, 0.43, 0.41, 0.30, 0.39, 0.46, 0.40, 0.33, 0.47, -0.25, 0.35, -1.90, 1.38, -1.37, -0.79, -1.17, 2.14, 0.55, -0.49, -1.21, -2.29, -1.78, 0.40, 0.35, 0.45, 0.45, 0.44, 0.50, 0.33, 0.49, 0.31, 0.14, 0.33, -0.13, 0.46, 0.43, 0.32, 0.33, 0.52, 0.34, 0.38, -2.06, 1.79, -1.69, -0.90, 0.04, 2.59, 0.00, -0.43, -1.56, -2.05, -1.60, 0.44, 0.41, 0.40, 0.42, 0.46, 0.38, 0.37, 0.42, -0.77, 0.04, 0.54, 0.18, 0.57, 0.12, 0.45, 0.29, 0.45, 0.40, 0.37, -0.67, -0.33, -0.05, 0.15, 0.28, 0.24, 0.03, 0.12, -0.43, -0.52, 0.07, 0.53, 0.26, -0.07, 0.03, 0.11, -1.34, -0.11, 0.05, -0.30, 0.50, 0.19, -0.06, 0.62, -2.00, 3.01, -0.77, -0.49, 0.07, -0.39, 0.45, 0.43, 0.38, -1.54, 0.26, 0.39, 0.37, -0.10, -0.04, 0.29, -0.17]
}



(2)
{
  "formula": "C6H11PS",
  "method": "ωB97M-V/def2-TZVPD",
  "e_tot_ha": -974.6613,
  "gap_ha": 0.362,
  "fmax_ev_per_a": 4.56,
  "relative_energy_kj_mol": 205.36,
  "species": ["C", "C", "C", "C", "C", "C", "P", "S", "H", "H", "H", "H", "H", "H", "H", "H", "H", "H", "H"],
  "xyz": [[-1.72, -0.58, -0.72], [-2.89, -0.68, -0.15], [-0.70, 0.42, -0.40], [0.48, -0.30, 0.16], [-4.07, -0.85, 0.28], [2.64, 1.69, 0.26], [2.12, 0.12, -0.60], [3.37, -1.22, 0.44], [-1.50, -1.40, -1.38], [-0.36, 0.84, -1.32], [-1.06, 1.22, 0.33], [0.36, -0.29, 1.34], [0.19, -1.42, -0.11], [3.76, -1.62, -0.75], [-4.15, -1.48, 1.25], [-4.99, -0.39, -0.07], [2.65, 1.42, 1.38], [3.76, 1.88, 0.10], [2.09, 2.62, -0.05]],
  "mulliken_charge": [-0.67, 0.16, -0.30, -0.57, -0.68, -0.96, 0.03, -0.28, 0.39, 0.36, 0.26, 0.37, 0.36, 0.15, 0.18, 0.28, 0.30, 0.32, 0.30]
}



(3)
{
  "formula": "H20NO8",
  "method": "ωB97M-V/def2-TZVPD",
  "e_tot_ha": -668.2897,
  "gap_ha": 0.303,
  "total_charge": 1,
  "fmax_ev_per_a": 5.28,
  "relative_energy_kj_mol": 498.86,
  "species": ["N", "H", "H", "H", "H", "O", "H", "H", "H", "O", "H", "O", "H", "H", "O", "H", "H", "O", "H", "H", "O", "H", "H", "O", "H", "H", "O", "H", "H"],
  "xyz": [[-1.30, -1.67, -2.54], [-1.27, -0.65, -2.67], [-2.17, -2.05, -2.08], [-0.63, -1.89, -1.79], [-1.07, -2.18, -3.39], [-0.22, 2.88, 0.57], [-0.93, 2.88, 1.30], [-0.04, 1.91, 0.48], [-0.86, 3.26, -0.17], [0.91, 0.42, 0.29], [-0.10, 0.24, 0.21], [-1.24, -2.21, 0.46], [-1.03, -1.62, 1.22], [-0.99, -3.17, 0.62], [2.03, 0.96, -2.05], [1.78, 1.76, -2.42], [1.34, 0.86, -1.31], [-3.02, 1.50, 0.91], [-3.66, 0.97, 1.32], [-2.90, 1.06, 0.02], [0.18, -1.03, 2.41], [-0.37, -0.50, 2.90], [0.41, -0.35, 1.65], [3.12, 1.28, 1.75], [2.62, 0.89, 1.04], [3.24, 2.12, 1.33], [2.23, -2.07, -0.31], [1.83, -1.13, -0.29], [2.10, -2.45, 0.53]],
  "mulliken_charge": [-0.44, 0.33, 0.41, 0.25, 0.39, -0.46, 0.47, 0.29, 0.50, -0.68, 0.08, -0.65, 0.33, 0.32, -0.59, 0.28, 0.23, -0.58, 0.30, 0.30, -0.72, 0.30, 0.35, -0.60, 0.32, 0.30, -0.66, 0.30, 0.30]
}